Entry 1:
190
Properties=species:S:1:pos:R:3 method="wB97M-V/def2-TZVPD" total_charge=+1 homo_lumo_gap_ev=5.8 lumo_energy_ev=-3.63 e_tot_ha=-3465.1450 homo_ev=-9.4
Zr 0.86996 -1.57115 -2.47384
C 1.82915 -1.42552 1.73695
C 0.68858 -0.40965 1.87572
C 1.35105 0.77251 2.60593
C 0.56609 2.10160 2.65010
C 0.02629 2.48100 1.26292
C -0.61761 1.31854 0.45784
N 0.27103 0.12143 0.51036
O -0.07141 -0.91074 -0.50994
C -0.78566 1.81106 -1.01382
C -2.04677 1.06452 1.01327
C -0.44203 -0.98564 2.76505
H 2.12148 -1.70757 2.74843
H 2.73194 -0.96868 1.33153
H 1.54038 -2.27308 1.11538
H 2.21834 1.15058 2.06466
H 1.57819 0.43850 3.61832
H 1.14288 2.91807 3.08461
H -0.28262 1.95359 3.31784
H 0.86507 2.85133 0.67351
H -0.65491 3.28633 1.53773
H -1.24735 2.79845 -1.01694
H -1.34613 1.10900 -1.63115
H 0.16635 1.97476 -1.51880
H -2.21001 1.17623 2.08517
H -2.45278 0.11082 0.67605
H -2.71635 1.80103 0.56908
H -1.23660 -0.31118 3.08421
H -0.10113 -1.42659 3.70177
H -1.01081 -1.78977 2.29816
C 3.18278 0.74149 -5.32067
C 1.86037 1.54073 -5.48750
C 1.79807 1.84986 -7.03493
C 0.47334 2.54469 -7.38958
C -0.67889 1.58946 -7.04501
C -0.77021 1.31292 -5.52993
N 0.60782 0.83535 -5.01367
O 0.69702 0.34147 -3.63421
C -1.77553 0.12096 -5.43134
C -1.31169 2.55110 -4.76045
C 2.11924 2.90679 -4.79727
H 4.02606 1.27926 -5.75403
H 3.17156 -0.21587 -5.84165
H 3.35691 0.54461 -4.26283
H 1.97698 0.96164 -7.64086
H 2.58905 2.50385 -7.40200
H 0.52926 2.77115 -8.45432
H 0.38735 3.49260 -6.85837
H -0.66299 0.65043 -7.59825
H -1.64493 2.06475 -7.21519
H -2.18149 0.02425 -4.42440
H -1.27134 -0.76631 -5.81428
H -2.65471 0.23023 -6.06634
H -2.39652 2.65585 -4.77675
H -0.94394 3.45600 -5.24420
H -0.96413 2.63712 -3.73093
H 2.26164 2.69276 -3.73802
H 1.30423 3.62551 -4.88275
H 3.07733 3.32576 -5.10490
C -4.18632 -2.52924 -3.60950
C -3.28848 -2.87452 -2.34925
C -4.09434 -3.88896 -1.43436
C -4.15174 -5.28621 -2.11544
C -2.75616 -5.78114 -2.39820
C -1.89882 -4.82924 -3.23974
N -1.90760 -3.43129 -2.70197
O -1.02037 -2.47119 -3.35375
C -2.41612 -4.90429 -4.73500
C -0.47503 -5.40471 -3.25332
C -3.06398 -1.67843 -1.43519
H -4.93963 -3.28462 -3.83315
H -3.61963 -2.30556 -4.51334
H -4.66017 -1.56584 -3.42128
H -5.10595 -3.50981 -1.28950
H -3.65225 -3.96102 -0.44064
H -4.78337 -5.35118 -3.00140
H -4.61524 -5.89987 -1.34298
H -2.84950 -6.71969 -2.94456
H -2.29863 -5.95095 -1.42355
H -3.45004 -4.57707 -4.84466
H -2.42440 -5.93519 -5.08895
H -1.76684 -4.30170 -5.37015
H -0.44179 -6.44932 -3.56283
H -0.05370 -5.43701 -2.24857
H 0.19561 -4.89732 -3.94679
H -2.53792 -0.84248 -1.89623
H -2.53862 -2.00342 -0.53715
H -4.04330 -1.30066 -1.14138
C 5.92825 -1.47970 0.10798
O 4.77058 -2.20810 -0.34322
H 6.35106 -1.94996 0.99579
H 6.64017 -1.56016 -0.71348
H 5.85017 -0.40734 0.28695
H 5.04765 -3.12520 -0.28181
C -1.44569 -4.45904 4.90013
O -2.55457 -5.10828 4.28419
H -1.50683 -3.39296 4.68139
H -1.43698 -4.63473 5.97584
H -0.50131 -4.90125 4.58281
H -2.40920 -6.04891 4.40941
C 2.03278 -3.12824 5.20711
O 1.38759 -3.45351 6.45583
H 1.37896 -3.39757 4.37759
H 2.17113 -2.05116 5.11306
H 2.99639 -3.63303 5.13829
H 1.60271 -2.80470 7.12990
C 1.85960 4.74690 -1.39080
O 2.90899 4.28772 -0.57345
H 1.14262 5.43681 -0.94574
H 2.38513 5.17968 -2.24204
H 1.29441 3.89535 -1.76964
H 2.88441 4.71939 0.28367
C -3.80331 0.81902 4.51975
O -2.83724 1.68614 5.05332
H -3.94234 1.01503 3.45657
H -3.52268 -0.22685 4.64420
H -4.74318 0.93060 5.06040
H -2.40141 1.18609 5.74729
C 0.10530 -5.10609 1.22457
O -0.56721 -4.15651 0.47158
H -0.11746 -6.12783 0.91714
H 1.18484 -5.01469 1.10478
H -0.18343 -4.99594 2.26985
H -1.48715 -4.06019 0.72855
C -3.86886 -2.73318 2.16883
O -2.83537 -3.66911 2.02580
H -4.80998 -3.26738 2.29934
H -3.71829 -2.05742 3.01072
H -3.97014 -2.06505 1.31359
H -2.70520 -4.20987 2.80826
C 4.82845 -0.60123 3.60853
O 5.95490 0.21724 3.79220
H 4.78497 -1.50315 4.21906
H 3.95835 -0.00568 3.88486
H 4.61453 -0.89843 2.58188
H 5.79471 1.11384 3.48881
C 1.77141 5.80587 2.56527
O 2.96999 5.79311 1.79417
H 1.93374 5.54498 3.61106
H 1.38431 6.82430 2.53264
H 1.11967 5.05136 2.12476
H 3.60958 6.35430 2.23868
C 2.57149 -4.21216 -1.26984
O 1.35228 -3.46699 -1.33798
H 2.83733 -4.29005 -0.21563
H 2.53343 -5.23020 -1.65747
H 3.37993 -3.68175 -1.77302
H 0.81078 -4.00704 -0.75770
C -0.24983 0.23269 6.85071
O -1.58612 0.59800 7.07754
H 0.00268 -0.79836 7.09828
H -0.12449 0.42827 5.78576
H 0.40084 0.88329 7.43505
H -1.66085 0.84131 8.00318
C -1.03915 5.74458 -3.19543
O -0.78067 6.89020 -2.38249
H -0.39234 5.64546 -4.06715
H -0.90292 4.88066 -2.54490
H -2.00395 5.58209 -3.67591
H 0.16599 7.04952 -2.39079
C -4.31282 1.78863 -2.23313
O -5.67605 1.46628 -2.34458
H -4.17706 2.87014 -2.23263
H -3.86962 1.33781 -1.34519
H -3.74912 1.51567 -3.12522
H -6.06013 1.78348 -1.52392
C 1.36500 3.54439 6.13469
O 2.61698 3.15487 5.70190
H 1.12706 3.34218 7.17900
H 0.94763 4.51370 5.86203
H 0.69532 2.85966 5.61434
H 2.87763 2.34488 6.14639
C 3.13171 0.56390 -1.25518
O 2.70145 -0.77808 -1.54163
H 4.15936 0.72099 -1.58283
H 2.46957 1.30378 -1.70490
H 3.11779 0.68517 -0.17204
H 3.34638 -1.31974 -1.08091
C -2.99645 4.37333 3.03174
O -3.78630 4.08211 4.16431
H -1.94702 4.48504 3.30435
H -3.01928 3.55706 2.30975
H -3.37727 5.30405 2.61122
H -3.40621 3.32424 4.61460
C 5.13679 3.17982 2.06959
O 5.77328 3.01306 3.35452
H 5.23805 4.22083 1.76276
H 5.56900 2.52799 1.31036
H 4.05683 3.04509 2.12985
H 5.39093 3.57785 4.03011

Entry 2:
198
Properties=species:S:1:pos:R:3 method="wB97M-V/def2-TZVPD" homo_lumo_gap_ev=9.7 lumo_energy_ev=0.17 e_tot_ha=-3410.4892 relative_energy_kj_mol=392.2 homo_ev=-9.5
C -14.95141 4.61164 23.06240
C -15.84088 4.64062 21.83965
O -16.16454 3.28028 21.47215
H -14.42293 5.54339 23.26404
H -14.12622 3.91107 22.93446
H -15.58350 4.31715 23.90017
H -15.35731 5.16949 21.01835
H -16.70905 5.21917 22.15534
H -15.37717 2.78073 21.70039
C -6.59813 1.47667 34.13924
C -7.87448 0.71163 33.64193
O -8.71935 1.61332 32.94973
H -6.09575 0.68232 34.69125
H -6.92450 2.24463 34.84054
H -5.98210 1.94167 33.36958
H -8.48662 0.17490 34.36671
H -7.48098 0.01289 32.90367
H -9.57697 1.20408 32.81334
C -17.05633 1.25449 24.84599
C -18.49798 1.52397 24.48267
O -19.38604 0.96564 25.37647
H -16.85735 0.18576 24.76648
H -16.73608 1.38054 25.88023
H -16.46160 1.82896 24.13580
H -18.65672 1.21331 23.45001
H -18.60696 2.60765 24.52589
H -19.21436 0.03286 25.22796
C -15.00113 -3.00595 33.88650
C -14.75210 -1.74607 33.00807
O -13.47116 -1.65065 32.45362
H -14.23602 -3.10947 34.65592
H -15.06690 -3.86541 33.21934
H -15.91517 -2.88229 34.46730
H -14.92040 -0.81080 33.54196
H -15.44348 -1.75458 32.16544
H -13.25706 -2.55390 32.20887
C -13.38064 2.26929 33.53669
C -12.12875 1.55446 33.98650
O -11.75866 0.65775 32.94149
H -14.09478 1.52460 33.18519
H -13.12056 2.86365 32.66080
H -13.84263 2.95532 34.24665
H -12.25139 0.96972 34.89816
H -11.34950 2.25104 34.29577
H -12.44459 -0.01346 32.91754
C -16.97405 -1.89407 22.69592
C -16.09280 -2.80498 21.87700
O -16.49774 -3.05424 20.56748
H -16.68124 -1.77378 23.73894
H -17.97453 -2.32660 22.70433
H -16.99888 -0.86863 22.32720
H -16.07034 -3.83151 22.24281
H -15.06559 -2.45581 21.98205
H -17.13795 -3.76657 20.63319
C -14.06897 1.11767 29.78696
C -14.78595 1.09501 28.45370
O -14.94981 -0.17155 27.94407
H -14.44952 0.25058 30.32680
H -14.02252 2.05477 30.34174
H -12.99190 0.98979 29.67892
H -14.20281 1.63937 27.71093
H -15.77263 1.55331 28.52107
H -14.42055 -0.24180 27.14623
C -13.81545 -5.55391 25.96066
C -14.82511 -6.76801 26.15675
O -16.10131 -6.34063 25.70443
H -13.94167 -4.96012 25.05536
H -12.75370 -5.76929 26.08072
H -13.93690 -4.80835 26.74647
H -14.87550 -7.17878 27.16513
H -14.49426 -7.57995 25.50915
H -16.38431 -5.61015 26.25933
C -15.15603 6.33695 32.56711
C -16.63283 6.77258 32.17968
O -16.74676 8.13506 31.94787
H -14.79541 6.83675 33.46614
H -14.50516 6.57773 31.72658
H -15.18253 5.24913 32.63062
H -17.27500 6.34931 32.95205
H -16.92651 6.40429 31.19672
H -17.68553 8.33408 31.92124
C -9.08070 5.25664 29.68567
C -9.88836 4.27145 30.51584
O -9.19416 4.30733 31.76334
H -9.32991 6.26105 30.02798
H -9.19912 5.20173 28.60352
H -8.01063 5.05080 29.71163
H -9.94312 3.22489 30.21615
H -10.93679 4.52873 30.66645
H -8.76216 3.46077 31.89870
C -9.08190 1.72822 27.59229
C -9.88097 0.79615 28.43816
O -9.95827 -0.39686 27.72845
H -9.22855 2.72360 28.01158
H -9.42861 1.63224 26.56337
H -8.05100 1.39899 27.72245
H -10.84796 1.20998 28.72411
H -9.39697 0.66418 29.40585
H -9.19246 -0.95833 27.86944
C -13.61582 0.51484 24.33872
C -12.50598 -0.28555 25.01651
O -12.68178 -0.46782 26.43925
H -13.72493 1.32497 25.05975
H -14.63204 0.12069 24.34580
H -13.22751 0.81716 23.36613
H -11.60097 0.32090 25.05214
H -12.23684 -1.20461 24.49595
H -11.84819 -0.56208 26.90600
C -19.25742 -0.67236 29.94909
C -18.16775 -0.29577 28.96842
O -17.50338 -1.48522 28.64883
H -18.95052 -1.18388 30.86137
H -19.94734 -1.27558 29.35897
H -19.92433 0.12233 30.28344
H -17.60862 0.55721 29.35301
H -18.63310 0.13285 28.08082
H -16.67299 -1.18446 28.27253
C -12.13351 -2.91963 29.44638
C -12.46355 -4.09094 30.31813
O -12.26867 -4.01734 31.65482
H -11.24720 -2.35217 29.73016
H -12.94901 -2.19804 29.39768
H -11.84787 -3.27806 28.45742
H -11.94105 -5.03139 30.14312
H -13.53586 -4.26227 30.22383
H -12.42864 -4.87974 32.04504
C -10.39283 3.64303 23.92736
C -10.51248 4.16166 22.51868
O -10.57394 3.07833 21.62143
H -11.37225 3.23929 24.18394
H -10.30991 4.48571 24.61375
H -9.49395 3.04331 24.07032
H -9.65841 4.82337 22.37442
H -11.48150 4.65579 22.44847
H -9.75877 3.09595 21.11468
C -8.61774 -1.92100 30.91081
C -7.54887 -2.96670 31.00922
O -6.62874 -2.59556 29.94902
H -9.39717 -2.33913 31.54780
H -9.05613 -1.64975 29.95043
H -8.14820 -0.98288 31.20672
H -8.03106 -3.92850 30.83447
H -7.02004 -3.09293 31.95394
H -5.83492 -3.12690 30.04457
C -18.59005 3.68394 33.30025
C -19.14820 2.65670 34.30042
O -18.74389 1.37577 34.00918
H -18.92516 3.58392 32.26787
H -17.50277 3.61820 33.26006
H -18.80895 4.67263 33.70356
H -20.23203 2.58365 34.21045
H -19.01210 2.87077 35.36049
H -19.21658 0.97733 33.27473
C -17.68215 -6.04385 30.71245
C -17.23462 -4.64134 30.80339
O -18.16523 -3.88731 30.10491
H -16.86871 -6.69183 31.03884
H -18.03470 -6.22177 29.69650
H -18.54800 -6.22511 31.34927
H -16.25458 -4.42464 30.37835
H -17.23834 -4.36832 31.85864
H -17.74201 -3.27530 29.49834
C -14.70852 4.89088 28.44016
C -16.15323 4.38057 28.56728
O -17.02036 5.46435 28.70471
H -14.65592 5.71749 27.73160
H -13.93630 4.14769 28.24160
H -14.34886 5.34011 29.36587
H -16.24970 3.69505 29.40922
H -16.30843 3.82232 27.64404
H -16.85481 6.11916 28.02249
C -20.17511 3.14236 29.33247
C -21.03524 2.97103 28.04545
O -21.01266 1.70029 27.54432
H -19.09045 3.08703 29.23998
H -20.46123 2.41025 30.08762
H -20.39625 4.10503 29.79341
H -20.64226 3.75688 27.40039
H -22.03768 3.38175 28.16596
H -20.15266 1.66036 27.11958
C -10.97288 7.66840 32.53031
C -11.76934 6.58823 33.30580
O -10.93710 5.55414 33.84512
H -10.51725 7.34479 31.59447
H -10.12533 8.14768 33.02025
H -11.61035 8.46367 32.14394
H -12.33698 6.07778 32.52777
H -12.22715 7.01920 34.19619
H -10.55862 5.03724 33.13015
C -19.42347 -3.78401 25.82435
C -19.60401 -2.32603 26.07075
O -18.40980 -1.64522 26.07091
H -19.09174 -4.11599 24.84055
H -20.39067 -4.26744 25.96194
H -18.68635 -4.32646 26.41639
H -19.96572 -2.23993 27.09538
H -20.39848 -1.94775 25.42746
H -18.01787 -1.66955 26.94692